P:
Below is one molecule with the formula C3H2O3, with properties calculated with ωB97M-V/def2-TZVPD.

The value obtained for the orbital gap is 0.3968 Eh.

```
! RIJCOSX wB97M-V def2-TZVPD def2/J DEFGRID3
* xyz 0 1
O -1.472 0.547 1.857
C -0.780 0.318 0.910
O -0.978 0.604 -0.351
C 0.243 0.126 -1.136
C 1.034 -0.443 -0.217
O 0.470 -0.299 1.013
H -0.513 0.105 -1.848
H 1.996 -0.959 -0.227
*
```

Population analysis type natural (NBO), resulting atomic charges in e: atom 1 (O): -0.57, atom 2 (C): 0.95, atom 3 (O): -0.49, atom 4 (C): -0.04, atom 5 (C): 0.09, atom 6 (O): -0.46, atom 7 (H): 0.28, atom 8 (H): 0.24

=====

Q:
Below is one molecule with the formula C3H2O3, with properties calculated with ωB97M-V/def2-TZVPD.

The value obtained for the orbital gap is 0.3224 Eh.

```
! RIJCOSX wB97M-V def2-TZVPD def2/J DEFGRID3
* xyz 0 1
O -2.220 0.668 0.367
C -1.057 0.576 0.668
C -0.062 0.203 -0.433
O -0.197 0.674 -1.537
C 1.113 -0.754 -0.263
O 1.865 -0.746 0.679
H -0.676 0.764 1.688
H 1.234 -1.384 -1.170
*
```

Population analysis type natural (NBO), resulting atomic charges in e: atom 1 (O): -0.44, atom 2 (C): 0.33, atom 3 (C): 0.36, atom 4 (O): -0.43, atom 5 (C): 0.35, atom 6 (O): -0.46, atom 7 (H): 0.14, atom 8 (H): 0.14

=====

R:
Below is one molecule with the formula C3H2O3, with properties calculated with ωB97M-V/def2-TZVPD.

The value obtained for the orbital gap is 0.3297 Eh.

```
! RIJCOSX wB97M-V def2-TZVPD def2/J DEFGRID3
* xyz 0 1
O -1.929 -0.146 1.165
C -1.012 0.566 0.857
C -0.012 0.217 -0.256
O -0.177 0.970 -1.191
C 1.100 -0.860 -0.486
O 1.613 -1.571 0.337
H -0.961 1.637 1.145
H 1.378 -0.814 -1.569
*
```

Population analysis type natural (NBO), resulting atomic charges in e: atom 1 (O): -0.46, atom 2 (C): 0.36, atom 3 (C): 0.37, atom 4 (O): -0.46, atom 5 (C): 0.36, atom 6 (O): -0.44, atom 7 (H): 0.14, atom 8 (H): 0.14

=====

S:
Below is one molecule with the formula C3H2O3, with properties calculated with ωB97M-V/def2-TZVPD.

The value obtained for the orbital gap is 0.2911 Eh.

```
! RIJCOSX wB97M-V def2-TZVPD def2/J DEFGRID3
* xyz 0 1
O 0.244 1.227 -1.579
O -1.785 0.835 0.491
O 0.804 -1.554 0.625
C 0.755 0.176 -1.019
C -0.898 0.064 0.919
C 0.284 -0.493 0.167
H 1.600 -0.270 -1.570
H -1.003 0.015 1.966
*
```

Population analysis type natural (NBO), resulting atomic charges in e: atom 1 (O): -0.41, atom 2 (O): -0.43, atom 3 (O): -0.41, atom 4 (C): 0.28, atom 5 (C): 0.30, atom 6 (C): 0.35, atom 7 (H): 0.17, atom 8 (H): 0.16

=====

So which one is most stable? That would be Q, about 2.4 kcal/mol below the next structure.

=====

P:
Below is a 2-piece molecular cluster, C3H7O3 overall, with properties calculated with ωB97M-V/def2-TZVPD.

The value obtained for the orbital gap is 0.3162 Eh.

```
! RIJCOSX wB97M-V def2-TZVPD def2/J DEFGRID3
* xyz -1 1
O -2.672 0.440 1.816
C -2.330 -0.691 1.331
O -1.168 -1.233 1.484
H -2.939 -1.391 0.729
H 0.424 -1.298 0.842
C 0.546 0.071 -0.528
O 1.132 -1.024 0.222
C 1.622 1.008 -1.103
H -0.047 -0.329 -1.406
H -0.226 0.563 0.075
H 1.643 1.999 -0.523
H 2.620 0.586 -0.819
H 1.393 1.301 -2.118
*
```

Population analysis type natural (NBO), resulting atomic charges in e: atom 1 (O): -0.76, atom 2 (C): 0.61, atom 3 (O): -0.85, atom 4 (H): 0.04, atom 5 (H): 0.52, atom 6 (C): -0.07, atom 7 (O): -0.78, atom 8 (C): -0.65, atom 9 (H): 0.13, atom 10 (H): 0.20, atom 11 (H): 0.19, atom 12 (H): 0.22, atom 13 (H): 0.20

=====

Q:
Below is a 2-piece molecular cluster, C3H7O3 overall, with properties calculated with ωB97M-V/def2-TZVPD.

The value obtained for the orbital gap is 0.2897 Eh.

```
! RIJCOSX wB97M-V def2-TZVPD def2/J DEFGRID3
* xyz -1 1
C 0.690 1.228 2.156
C 0.627 1.280 0.560
O 0.635 2.412 0.046
O 0.474 0.140 0.067
H 1.680 0.787 2.294
H -0.047 0.452 2.372
H 0.423 2.069 2.783
C -1.225 -1.693 -0.885
O -0.997 -2.716 -1.945
H -0.065 -2.933 -1.837
H -0.648 -1.943 -0.002
H -0.918 -0.728 -1.242
H -2.277 -1.923 -0.719
*
```

Population analysis type natural (NBO), resulting atomic charges in e: atom 1 (C): -0.77, atom 2 (C): 0.79, atom 3 (O): -0.78, atom 4 (O): -0.82, atom 5 (H): 0.20, atom 6 (H): 0.20, atom 7 (H): 0.19, atom 8 (C): -0.25, atom 9 (O): -0.77, atom 10 (H): 0.45, atom 11 (H): 0.18, atom 12 (H): 0.23, atom 13 (H): 0.15

=====

R:
Below is a 2-piece molecular cluster, C3H7O3 overall, with properties calculated with ωB97M-V/def2-TZVPD.

The value obtained for the orbital gap is 0.3225 Eh.

```
! RIJCOSX wB97M-V def2-TZVPD def2/J DEFGRID3
* xyz -1 1
O -0.470 0.946 -1.924
C -0.029 0.402 -0.877
O 1.175 0.350 -0.409
C -1.169 0.088 0.133
C -1.491 -1.475 0.492
H -2.062 0.707 -0.080
H -0.745 0.486 1.090
H -0.698 -2.090 0.936
H -1.735 -1.984 -0.529
H -2.486 -1.436 1.135
H 1.361 0.109 0.977
H 2.522 0.501 1.652
O 1.792 -0.094 1.874
*
```

Population analysis type natural (NBO), resulting atomic charges in e: atom 1 (O): -0.74, atom 2 (C): 0.77, atom 3 (O): -0.79, atom 4 (C): -0.51, atom 5 (C): -0.61, atom 6 (H): 0.20, atom 7 (H): 0.20, atom 8 (H): 0.22, atom 9 (H): 0.19, atom 10 (H): 0.18, atom 11 (H): 0.48, atom 12 (H): 0.44, atom 13 (O): -1.03

=====

So which one is most stable? That would be R, about 4.9 kcal/mol below the next structure.